1.
This record from the Open Molecules 2025 dataset describes C21H32CuN4O3P as an isolated structure. The level of theory is ωB97M-V with the def2-TZVPD basis set.

The geometry in XYZ format:
```
62
Properties=species:S:1:pos:R:3:mulliken_spin:R:1
Cu 0.4677 -0.2218 0.4434 0.747
P 2.2462 -2.2540 -0.8431 0.014
O -1.9484 -1.5472 -1.0869 0.005
O -0.6194 2.0541 -2.6939 0.000
O -0.2945 -0.0651 -1.2896 0.078
N -0.7216 1.2821 1.3777 0.014
N -0.9677 -1.4118 1.5343 0.046
N 1.7008 1.6297 0.2023 0.033
N 1.5925 -0.4546 2.1254 0.092
C -3.7189 1.6374 -4.5149 0.001
C -0.1836 -2.0589 2.5880 -0.001
C -1.7727 1.4812 -3.1159 0.003
C -0.9963 3.5247 2.0408 0.001
C -2.2180 0.2366 -2.6375 -0.002
C -2.0887 3.1373 2.8078 -0.001
C -1.4858 -0.5330 -1.5960 -0.007
C -4.1718 0.4027 -4.0538 0.000
C -3.4228 -0.2814 -3.1207 0.001
C 0.7697 -1.0432 3.1968 -0.009
C 4.0257 -2.1047 -1.2563 0.001
C -0.3280 2.5464 1.3248 -0.001
C 2.1586 -4.0186 -0.3577 0.001
C -2.4823 1.8072 2.8493 0.002
C -2.5349 2.1754 -4.0522 0.000
C 0.8462 2.8162 0.4035 0.000
C -2.0916 -0.5886 2.0102 -0.005
C -1.7574 0.8897 2.1033 -0.002
C 2.7793 1.4682 1.1923 0.001
C 1.4792 -2.3069 -2.4998 0.002
C 2.2524 0.8175 2.4649 -0.009
H -1.3126 -2.0493 0.8236 -0.005
H -2.6323 3.8773 3.3803 0.000
H 1.9775 -3.0457 -3.1298 0.000
H -2.9047 -0.7000 1.2922 0.001
H 3.0663 0.6732 3.1799 0.002
H 0.2058 -0.2306 3.6596 0.000
H -2.4552 -0.9470 2.9781 0.002
H 2.7165 -4.1920 0.5638 0.000
H -3.3287 1.4941 3.4457 0.000
H 3.2530 2.4238 1.4382 0.001
H 2.5689 -4.6599 -1.1393 0.001
H 1.3857 -1.5004 3.9744 0.002
H 1.1191 -4.3019 -0.1874 -0.001
H -2.1729 3.1316 -4.4052 0.000
H 2.1030 1.6854 -0.7250 -0.002
H -4.2990 2.1853 -5.2465 0.000
H 0.4435 3.1010 -0.5720 0.001
H 4.6361 -2.2246 -0.3602 0.000
H 3.5430 0.8270 0.7461 0.000
H -3.7480 -1.2389 -2.7367 0.000
H 4.2307 -1.1197 -1.6778 -0.001
H 1.5088 1.4584 2.9411 0.000
H -0.2107 1.3794 -2.1084 -0.003
H 1.5364 -1.3286 -2.9762 0.000
H -0.8155 -2.4892 3.3709 0.001
H -0.6781 4.5579 2.0046 0.000
H 0.4246 -2.5660 -2.4036 0.000
H 0.3843 -2.8738 2.1337 0.001
H 2.2875 -1.1325 1.8179 -0.008
H 1.4292 3.6625 0.7790 0.001
H -5.0993 -0.0123 -4.4227 0.000
H 4.3231 -2.8611 -1.9845 0.001
```

## Properties
- E_HOMO (spin up / spin down): -10.486 / -10.486 eV
- Kohn-Sham gap (spin up / spin down): 8.2284 / 7.0903 eV
- Net charge: +1
- LUMO energy (spin up / spin down): -0.083 / -0.125 Ha
- Multiplicity: 2
- ΔE to the lowest compared entry with this formula, charge and spin: 8.0 kcal per mole

***

2.
This record from the Open Molecules 2025 dataset describes a 2-piece molecular cluster, C6H13BrCl2NO overall in a non-equilibrium geometry. The level of theory is ωB97M-V with the def2-TZVPD basis set.

The geometry in XYZ format:
```
24
Properties=species:S:1:pos:R:3:mulliken_charge:R:1
Br 2.6476 1.0838 -0.5964 0.167
Cl -2.9501 -1.7936 -0.6763 -0.182
Cl 3.4192 -2.3981 -0.3659 -0.110
O 1.2547 -0.3294 1.4127 -0.222
N -0.5415 0.0908 -0.8247 0.217
C 1.5410 0.6944 2.2684 -0.798
C -1.3131 0.1794 0.3141 -0.869
C -2.7554 -0.2623 0.1591 -0.388
C -0.6240 1.1388 -1.8392 -1.189
C 1.6881 -1.6939 -0.5542 -0.635
C 1.8371 -0.4065 0.1800 0.486
H 1.0045 0.6037 3.2412 0.273
H -3.2290 0.5487 -0.6024 0.238
H -0.8453 -0.3978 1.0706 0.351
H 1.1915 1.7268 1.8572 0.352
H -0.1426 0.9939 -2.7740 0.343
H -0.3468 2.0453 -1.4228 0.496
H -0.9174 -0.7504 -1.2541 0.223
H -1.7297 1.3554 -2.0510 0.286
H 1.7147 -1.6838 -1.5902 0.410
H -3.1985 -0.2965 1.1511 0.416
H 1.1205 -2.4499 -0.0863 0.354
H 2.6058 0.7178 2.3173 0.467
H -1.4313 1.2836 0.6660 0.314
```

## Properties
- E_HOMO: -13.175 eV
- Kohn-Sham gap: 7.4854 eV
- Net charge: +1
- LUMO energy: -0.209 Ha
- ΔE to the lowest compared entry with this formula, charge and spin: 19.1 kcal per mole

***

3.
This record from the Open Molecules 2025 dataset describes C32H39Cl3FeNO2PSi2 as an isolated structure in a non-equilibrium geometry. The level of theory is ωB97M-V with the def2-TZVPD basis set.

The geometry in XYZ format:
```
81
Properties=species:S:1:pos:R:3:mulliken_spin:R:1
Fe -1.1911 1.0252 0.8454 0.015
Cl -1.6002 8.0891 -0.9575 0.000
Cl -0.0753 1.8349 2.9071 0.000
Cl -4.6696 4.2112 1.1697 0.000
P -0.1013 -1.0624 1.4902 0.010
Si 1.9480 0.6726 -2.5663 0.000
Si -1.1187 -0.6163 -2.4304 -0.002
O -2.2701 2.5790 0.8981 -0.001
O 0.2116 2.1336 0.0570 -0.013
N -2.9091 0.3960 1.7222 0.001
C 0.5819 0.4556 3.7695 -0.005
C -2.4664 -4.2907 2.3052 0.001
C -1.9620 1.0507 -2.2099 0.001
C 0.5591 -0.7987 3.1725 0.001
C 0.7572 -0.7750 -2.1391 0.125
C 1.5573 -0.3930 5.7634 -0.001
C -0.8640 4.2490 -0.0680 0.000
C 3.0357 0.0188 -3.9407 0.004
C -0.7008 5.5835 -0.5032 0.000
C 3.0523 1.3034 -1.2022 0.016
C -2.9846 6.0139 0.0936 0.000
C 1.5148 -1.6702 5.2210 0.000
C -1.7511 6.4495 -0.4231 0.000
C 1.1798 -1.7833 -0.9835 -0.024
C 0.2296 3.3442 -0.2034 0.000
C 1.0212 -1.8690 3.9427 0.005
C 3.6250 -2.3853 -0.8693 -0.078
C -0.7261 -2.7709 1.5926 0.023
C -2.1528 -1.8148 -1.4216 0.005
C 1.0142 2.1005 -3.3470 0.002
C -0.4534 -5.1486 1.3151 0.003
C -3.1448 4.7277 0.5311 0.000
C 0.0391 -3.8577 1.1761 0.017
C 2.6242 -1.1753 0.9866 -0.113
C -2.0875 3.7861 0.4672 0.000
C 1.3728 -1.2709 0.4401 0.331
C 1.0820 0.6877 5.0374 0.000
C -1.9795 -3.0028 2.1595 -0.002
C -1.7022 -5.3666 1.8755 -0.001
C 3.7701 -1.6601 0.3373 0.369
C 2.4157 -2.4920 -1.4627 0.252
C -1.3603 -1.0611 -4.2275 0.003
H 0.2523 5.9062 -0.9028 0.000
H -3.0362 0.8653 -2.3066 0.000
H 0.3704 -2.5212 -0.9592 0.053
H 1.0883 1.6876 5.4478 0.000
H 1.1735 3.7479 -0.5918 0.000
H -3.1452 -1.8476 -1.8804 0.001
H 0.1478 -5.9864 0.9871 0.000
H -3.8160 6.7040 0.1440 0.000
H -1.8378 1.6153 -1.2795 0.001
H -2.3926 -0.9073 -4.5493 0.001
H -1.1005 -2.1056 -4.4152 0.000
H 0.9967 -2.8693 3.5307 0.000
H 0.4897 1.7752 -4.2495 0.000
H -2.0792 -6.3749 1.9830 0.000
H 1.7411 2.8580 -3.6548 0.000
H -2.5778 -2.1749 2.5145 0.001
H 0.9664 -1.3691 -3.0422 0.001
H -1.6684 1.7447 -2.9985 0.000
H 1.9469 -0.2343 6.7598 0.000
H 1.8648 -2.5161 5.7966 0.000
H 2.5258 1.5036 -0.2726 -0.007
H 4.4866 -2.8776 -1.3027 0.010
H 2.4224 -0.2810 -4.7957 -0.002
H 1.0286 -3.7076 0.7627 -0.005
H -2.9701 0.9861 2.5473 0.000
H 3.6276 -0.8460 -3.6347 -0.004
H 4.7394 -1.5607 0.8054 0.007
H 3.7256 0.7903 -4.2923 0.002
H 2.7454 -0.7584 1.9797 0.013
H 3.8582 0.6007 -0.9954 -0.004
H -3.4375 -4.4556 2.7526 0.000
H -2.2862 -1.5060 -0.3836 0.000
H 3.5075 2.2376 -1.5465 0.001
H -3.1640 -0.5498 1.9740 0.000
H 0.2875 2.5800 -2.6954 -0.001
H -0.7225 -0.4440 -4.8672 0.000
H -1.7692 -2.8375 -1.4082 0.000
H 2.3068 -3.0774 -2.3694 -0.009
H -3.6166 0.7582 1.0874 0.000
```

## Properties
- E_HOMO (spin up / spin down): -9.682 / -10.726 eV
- Kohn-Sham gap (spin up / spin down): 6.7649 / 7.4722 eV
- Net charge: +1
- LUMO energy (spin up / spin down): -0.107 / -0.120 Ha
- Multiplicity: 2

***

4.
This record from the Open Molecules 2025 dataset describes a 2-piece molecular cluster, C6H12N2 overall in a non-equilibrium geometry. The level of theory is ωB97M-V with the def2-TZVPD basis set.

The geometry in XYZ format:
```
20
Properties=species:S:1:pos:R:3:mulliken_charge:R:1
N 0.8799 0.1868 1.2702 -0.566
N -0.8397 -0.6556 2.3259 -0.052
C -0.1800 0.4716 1.9728 -0.253
C -0.1462 -1.7260 1.8164 -0.524
C 2.0017 -1.8339 0.3730 -1.040
C -0.9290 1.0672 -2.6182 -0.792
C 0.9105 -1.1756 1.1460 0.622
C -0.8244 2.1469 -1.5568 -0.773
H -0.6786 0.0853 -2.1866 0.208
H 1.8114 -1.7770 -0.7004 0.221
H -1.9453 0.9294 -2.9710 0.291
H 2.9550 -1.3539 0.5827 0.297
H -1.6317 2.0955 -0.8242 0.243
H -0.5173 1.4786 2.1741 0.438
H -0.2029 1.2811 -3.3993 0.273
H 0.0963 2.0334 -0.9822 0.229
H -0.8021 3.1303 -2.0408 0.320
H -1.6119 -0.7623 2.9597 0.181
H 2.1133 -2.9013 0.5671 0.301
H -0.4588 -2.7205 2.0917 0.377
```

## Properties
- E_HOMO: -8.634 eV
- Kohn-Sham gap: 9.5253 eV
- LUMO energy: 0.033 Ha
- ΔE to the lowest compared entry with this formula, charge and spin: 1.9 kcal per mole